DFT (the ωB97M-V functional and the def2-TZVPD basis) results for a 6-piece molecular cluster, C8H25F3N8O7 overall at a distorted geometry.

```
51
Properties=species:S:1:pos:R:3:forces:R:3:mulliken_charge:R:1
O -0.9080 -0.1418 1.2909 -1.33 -0.68 0.75 -0.019
H -1.1963 0.6595 0.8479 -0.69 1.73 -0.61 0.619
H -0.0597 0.0763 1.6838 1.76 0.62 1.42 0.464
H -0.7729 -0.8493 0.6562 0.83 -1.67 -1.78 0.421
C -0.2458 -2.3530 -1.6365 0.25 2.98 3.03 0.053
O -1.3976 -1.4830 -1.9351 -0.32 -0.94 0.06 -0.302
O 0.3599 -1.8542 -0.4722 -1.66 -1.20 -1.29 -0.813
C -0.6457 -3.8353 -1.5091 1.47 -1.23 -0.59 0.634
F -1.5890 -4.2540 -0.5908 1.31 0.94 -1.48 -0.253
F -0.9515 -4.2945 -2.7468 -1.51 0.04 -0.02 -0.298
F 0.5173 -4.5543 -1.2968 -0.83 0.56 1.04 -0.290
C -1.7234 -1.2405 -3.3071 0.75 0.64 0.76 -0.159
C -2.8373 -0.2305 -3.4512 -0.98 -0.62 0.51 -1.299
H -3.7453 -0.5939 -2.9699 -0.15 -0.31 -0.01 0.344
H -2.7049 0.7433 -2.9798 0.65 0.04 -0.36 0.271
H -3.0585 -0.1868 -4.5176 0.00 0.51 -0.03 0.391
H -1.9923 -2.1517 -3.8414 0.13 -0.12 -0.02 0.259
H -0.8532 -0.7549 -3.7488 0.40 -0.36 -0.43 0.293
H 0.4381 -2.2354 -2.4771 0.08 -0.62 -0.45 0.210
C 0.9724 -3.7261 2.7662 0.42 -1.28 2.28 0.574
O 1.0342 -4.2909 3.8637 0.28 0.34 -0.19 -0.754
N -0.1095 -3.6452 2.0375 -3.27 0.15 -1.73 -0.203
N 1.9886 -3.1613 2.1147 1.91 0.42 -0.06 -0.349
H -1.0444 -3.8606 2.3530 0.58 -0.14 0.17 0.177
H 0.0003 -3.2681 1.1070 -0.42 0.20 -0.18 0.117
H 1.7309 -2.5697 1.3376 0.71 0.17 -0.10 0.199
H 2.8735 -3.1338 2.6008 -0.24 0.32 -0.38 0.221
C 1.6110 0.9162 3.7386 3.25 -1.07 -2.25 -3.170
O 0.9508 0.8910 2.7020 -0.80 0.05 -0.41 1.096
N 1.3295 1.5269 4.8320 -3.00 1.79 2.32 -0.664
N 2.8923 0.4557 3.7682 0.52 -1.29 -0.59 -0.305
H 1.8639 1.4644 5.6868 -0.02 0.33 -0.17 0.652
H 0.5540 2.1576 4.6869 -0.32 0.18 0.94 0.644
H 3.4108 0.5611 4.6285 0.29 0.14 -0.37 0.509
H 3.3674 0.3928 2.8792 0.04 -0.23 0.22 0.325
C -1.6456 3.4760 0.4611 3.34 -3.07 0.74 -1.555
O -1.5340 2.2595 0.5872 -0.66 -1.57 -0.36 0.130
N -0.6079 4.2329 0.2976 2.89 2.66 -0.93 0.039
N -2.7074 4.1457 0.6501 -5.37 1.90 0.47 -0.249
H -0.8058 5.2225 0.2579 0.79 -0.11 -0.05 0.252
H 0.3491 3.9251 0.2004 -0.40 -0.25 -0.08 0.240
H -3.5346 3.6273 0.9093 -0.02 0.46 -0.18 0.306
H -2.7110 5.1333 0.4388 -0.56 -0.33 0.27 0.239
C 1.3106 2.5037 -2.7269 0.42 -0.87 0.99 0.276
O 0.6296 3.4595 -2.6613 -3.24 4.01 -0.10 -0.476
N 2.3916 2.4402 -3.4268 4.24 0.45 -3.54 -0.411
N 1.1426 1.4249 -2.0254 -1.24 -2.59 1.95 0.153
H 3.0464 1.6799 -3.3108 -0.04 0.48 -0.38 0.205
H 2.5632 3.2111 -4.0564 0.35 -0.35 0.21 0.220
H 0.2779 1.4260 -1.5034 0.33 -0.89 0.29 -0.056
H 1.7758 0.6560 -2.1928 -0.92 -0.31 0.72 0.092
```
Positions in Å, forces in eV/Å.

Computed properties:
**E_HOMO (alpha / beta)**: 0.377 / -6.213 eV
**2S+1**: 2
**<S²>**: 0.75
**Net charge**: -1
**E_LUMO (alpha / beta)**: 0.096 / 0.096 Ha